Molecular formula: C4H5N3
Method: DFT, wB97M-V/def2-TZVPD

The calculation puts the energy above the lowest of the compared OMol25 structures with the same formula, charge and spin at 1.713 eV. As for the energy: -319.64924 Ha. The lowest unoccupied orbital energy comes out at 0.724 eV. As for the molar mass: 95.10 g mol⁻¹. As for the HOMO energy: -0.353 Eh. Its structure (SMILES) is N#C[C@H]1CN=CN1.

Geometry as ORCA input:
```
! RIJCOSX wB97M-V def2-TZVPD def2/J DEFGRID3
* xyz 0 1
N -1.7000 -0.6351 -2.1372
C -0.6859 -0.6743 -1.5803
C 0.3818 -0.2842 -0.6666
C -0.1405 1.1218 -0.1603
N -0.0055 1.0437 1.2823
C 0.3127 -0.1493 1.5851
N 0.5500 -1.0728 0.5635
H 1.3827 -0.1787 -1.1066
H 0.4731 1.8837 -0.6528
H -1.1856 1.3821 -0.4181
H 0.4769 -0.4380 2.6178
H 0.1403 -1.9987 0.6732
*
```



Molecular formula: C4H5N3
Method: DFT, wB97M-V/def2-TZVPD

The calculation puts the energy above the lowest of the compared OMol25 structures with the same formula, charge and spin at 7.838 eV. As for the energy: -319.42415 Ha. The lowest unoccupied orbital energy comes out at 0.941 eV. As for the molar mass: 95.10 g mol⁻¹. As for the HOMO energy: -0.329 Eh.

Geometry as ORCA input:
```
! RIJCOSX wB97M-V def2-TZVPD def2/J DEFGRID3
* xyz 0 1
C -2.1298 -1.1099 -0.2188
C -2.4842 -0.0231 0.5091
C 2.3644 -1.4005 0.0282
C 0.1645 1.6443 0.0890
N 1.2476 -1.4086 0.3131
N -1.2517 -0.1226 -0.2637
N -0.1047 0.2746 -0.4379
H 3.3391 -1.2905 -0.3188
H -2.0598 -2.1114 -0.5391
H 0.4149 1.4570 1.2552
H 1.1250 1.8119 -0.4470
H -0.6253 2.2789 0.0307
*
```



Molecular formula: C4H5N3O
Method: DFT, wB97M-V/def2-TZVPD

The calculation puts the energy above the lowest of the compared OMol25 structures with the same formula, charge and spin at 4.259 eV. As for the energy: -394.81104 Ha. The lowest unoccupied orbital energy comes out at 0.467 eV. As for the molar mass: 111.10 g mol⁻¹. As for the HOMO energy: -0.307 Eh. Its structure (SMILES) is [H]/N=c1/cnccn1O.

Geometry as ORCA input:
```
! RIJCOSX wB97M-V def2-TZVPD def2/J DEFGRID3
* xyz 0 1
H -2.2817 1.5235 0.0833
N -1.3551 1.8807 -0.0977
C -0.4913 1.0067 -0.0973
C 0.8989 1.2558 -0.3731
N 1.8850 0.5145 -0.2081
C 1.6299 -0.7626 0.1595
C 0.4050 -1.2792 0.1067
N -0.6693 -0.4957 -0.0530
O -1.8709 -1.0695 -0.2508
H 1.2627 2.3076 -0.6960
H 2.4285 -1.3600 0.3733
H 0.3345 -2.2858 0.4591
H -2.1762 -1.2361 0.5942
*
```



Molecular formula: C4H5N3O
Method: DFT, wB97M-V/def2-TZVPD

The calculation puts the energy above the lowest of the compared OMol25 structures with the same formula, charge and spin at 3.845 eV. As for the energy: -394.82625 Ha. The lowest unoccupied orbital energy comes out at -1.131 eV. As for the molar mass: 111.10 g mol⁻¹. As for the HOMO energy: -0.391 Eh. Its structure (SMILES) is [H]/N=C1/N=CN=C1CO.

Geometry as ORCA input:
```
! RIJCOSX wB97M-V def2-TZVPD def2/J DEFGRID3
* xyz 0 1
H -0.5892 2.3833 -0.1712
N -1.3871 1.8002 -0.1986
C -1.1738 0.5952 -0.0113
N -2.2449 -0.4636 0.0423
C -1.5882 -1.5053 -0.0291
N -0.1079 -1.3752 -0.1533
C 0.0238 -0.1171 -0.0470
C 1.4633 0.5070 0.1600
O 2.4587 -0.4888 -0.1178
H -2.1808 -2.4991 0.1952
H 1.4521 0.7985 1.3273
H 1.7726 1.6376 -0.4195
H 2.1013 -1.2726 -0.5771
*
```



Molecular formula: C4H5N3O
Method: DFT, wB97M-V/def2-TZVPD

The calculation puts the energy above the lowest of the compared OMol25 structures with the same formula, charge and spin at 3.303 eV. As for the energy: -394.84618 Ha. The lowest unoccupied orbital energy comes out at 0.354 eV. As for the molar mass: 111.10 g mol⁻¹. As for the HOMO energy: -0.329 Eh. Its structure (SMILES) is ONc1ccncn1.

Geometry as ORCA input:
```
! RIJCOSX wB97M-V def2-TZVPD def2/J DEFGRID3
* xyz 0 1
O -2.7550 -0.5751 0.2835
N -1.9629 0.4370 -0.3023
C -0.5604 0.1288 -0.1033
C 0.3522 1.1617 -0.0059
C 1.7752 0.7051 0.0617
N 2.1700 -0.5193 0.1228
C 1.1643 -1.4033 -0.0467
N -0.1708 -1.2173 -0.2525
H -2.2091 -1.3972 0.2187
H -2.1927 1.3163 0.0349
H 0.2436 2.2032 0.0634
H 2.5574 1.5045 0.0264
H 1.5883 -2.3443 -0.1007
*
```



Molecular formula: C4H5N3O
Method: DFT, wB97M-V/def2-TZVPD

The calculation puts the energy above the lowest of the compared OMol25 structures with the same formula, charge and spin at 8.492 eV. As for the energy: -394.65547 Ha. The lowest unoccupied orbital energy comes out at -0.068 eV. As for the molar mass: 111.10 g mol⁻¹. As for the HOMO energy: -0.332 Eh. Its structure (SMILES) is C=N/N=C1\CC=NO1.

Geometry as ORCA input:
```
! RIJCOSX wB97M-V def2-TZVPD def2/J DEFGRID3
* xyz 0 1
C 3.1268 0.0696 0.0792
N 1.8453 0.4062 -0.4688
N 1.0520 -0.8024 -0.0121
C -0.1159 -0.3352 0.1914
C -0.4493 0.9738 0.3880
C -1.9922 0.9140 -0.2124
N -2.5308 -0.3385 -0.1654
O -1.2201 -1.1383 0.0319
H 3.7019 0.9694 -0.1561
H 3.0367 -1.0881 0.6160
H -0.3542 1.2528 1.5053
H 0.0801 1.7388 -0.3923
H -2.6854 1.6435 0.0186
*
```



Molecular formula: C4H5N3O
Method: DFT, wB97M-V/def2-TZVPD

The calculation puts the energy above the lowest of the compared OMol25 structures with the same formula, charge and spin at 3.550 eV. As for the energy: -394.83711 Ha. The lowest unoccupied orbital energy comes out at -1.181 eV. As for the molar mass: 111.10 g mol⁻¹. As for the HOMO energy: -0.365 Eh.

Geometry as ORCA input:
```
! RIJCOSX wB97M-V def2-TZVPD def2/J DEFGRID3
* xyz 0 1
C -1.8995 0.4378 0.0638
C -0.4695 0.3437 -0.1059
C 1.3950 -0.4933 0.0575
C 1.4838 1.1097 0.0741
H -3.5685 -0.7590 -0.0014
H -2.2826 -1.5388 -0.3192
H -2.4219 1.1690 -0.7855
H -1.9118 1.0796 0.9865
H 2.4963 1.5378 0.4299
N -2.5082 -0.8378 0.2099
N 0.1401 -0.8322 -0.3143
N 0.3058 1.5934 -0.1195
O 2.3833 -1.1675 0.0899
*
```



Molecular formula: C4H5N3O
Method: DFT, wB97M-V/def2-TZVPD

The calculation puts the energy above the lowest of the compared OMol25 structures with the same formula, charge and spin at 2.802 eV. As for the energy: -394.86457 Ha. The lowest unoccupied orbital energy comes out at 0.079 eV. As for the molar mass: 111.10 g mol⁻¹. As for the HOMO energy: -0.358 Eh. Its structure (SMILES) is CC(=O)n1cnnc1.

Geometry as ORCA input:
```
! RIJCOSX wB97M-V def2-TZVPD def2/J DEFGRID3
* xyz 0 1
C 2.1147 -1.0745 0.0010
C 1.3662 0.2259 0.0327
O 1.8528 1.3351 -0.1427
N -0.1048 0.2065 0.2145
C -1.0829 1.0880 0.0168
N -2.2581 0.3949 -0.0018
N -1.9588 -0.8583 -0.1056
C -0.7266 -1.0246 -0.0394
H 3.2869 -0.9033 0.0626
H 1.7756 -1.5662 0.9609
H 1.7398 -1.8854 -0.7786
H -1.0766 2.2466 0.1052
H -0.3235 -2.0634 -0.0254
*
```



Molecular formula: C4H5N3O
Method: DFT, wB97M-V/def2-TZVPD

The calculation puts the energy above the lowest of the compared OMol25 structures with the same formula, charge and spin at 7.837 eV. As for the energy: -394.67954 Ha. The lowest unoccupied orbital energy comes out at 0.739 eV. As for the molar mass: 111.10 g mol⁻¹. As for the HOMO energy: -0.314 Eh.

Geometry as ORCA input:
```
! RIJCOSX wB97M-V def2-TZVPD def2/J DEFGRID3
* xyz 0 1
C 0.5141 1.1134 0.0898
C -0.7523 0.6206 -0.0210
C -2.2159 -0.6164 0.1542
C -0.5613 -0.7611 -0.1485
H 2.8845 0.0044 -1.2023
H 3.1024 -0.7525 0.6600
H 1.2204 2.0594 0.0088
H -2.5218 -0.7130 1.3004
H -2.8859 -1.1905 -0.6631
N 2.7679 0.1307 0.0526
N 1.2940 0.0239 0.1148
N 0.6742 -1.2893 -0.0890
O -2.1075 0.7996 -0.1373
*
```



Molecular formula: C4H5N3O
Method: DFT, wB97M-V/def2-TZVPD

The calculation puts the energy above the lowest of the compared OMol25 structures with the same formula, charge and spin at 7.263 eV. As for the energy: -394.70065 Ha. The lowest unoccupied orbital energy comes out at -0.124 eV. As for the molar mass: 111.10 g mol⁻¹. As for the HOMO energy: -0.316 Eh.

Geometry as ORCA input:
```
! RIJCOSX wB97M-V def2-TZVPD def2/J DEFGRID3
* xyz 0 1
C 0.8693 0.9421 -0.9501
C 0.0610 0.4414 1.3356
C -0.3667 -0.7616 1.1487
C -0.4421 -1.5531 -0.0384
H -1.7376 -0.8844 -1.6438
H 1.9086 1.1362 -1.3189
H 1.5472 1.7351 0.6732
H -0.1087 0.8670 2.2009
H -0.6783 -1.4585 1.9669
N 0.0024 0.5273 -1.7500
N 0.7829 1.0840 0.4255
N -0.5892 -2.5257 -0.7574
O -1.2488 0.4502 -1.2923
*
```



- What is the energy in the fifth record?
  -394.84618 Ha



- What is the formula in the third record?
  C4H5N3O